No. 1
One molecule with the formula CH2ClOP. Source: the OMol25 dataset; level of theory: wB97M-V/def2-TZVPD.

ORCA input file:
```
! wB97M-V def2-TZVPD RIJCOSX def2/J DEFGRID3
* xyz 0 1
H -1.6796 -0.4488 -0.7272
Cl 0.0211 -1.9446 0.1645
C 1.2835 0.7131 0.4029
H -1.1636 0.4153 0.6765
P -0.4646 -0.1063 -0.3196
O 2.0031 1.3714 -0.1972
*
```

Results
SMILES ... O=C=[PH2]Cl
E_HOMO ... -9.14 eV
LUMO ... 0.152 eV
Strongest force on any atom ... 3.04 eV Å⁻¹
Gap between HOMO and LUMO ... 9.3 eV

No. 2
C35H34MnN4O4 as an isolated structure. Source: the OMol25 dataset; level of theory: wB97M-V/def2-TZVPD.

ORCA input file:
```
! wB97M-V def2-TZVPD RIJCOSX def2/J DEFGRID3
* xyz -2 6
H -2.6799 -2.8411 -2.5720
C -4.8135 -2.3433 -0.0864
H -2.0113 0.8413 5.3593
C 0.6576 -1.3476 5.6200
C -1.6434 -6.0810 0.0957
C 3.3548 -3.6474 0.9849
Mn 0.1443 0.2800 0.4888
C -4.7006 0.1516 0.1557
C 4.8361 0.9886 -0.2347
C 2.4948 1.5566 -0.4931
H 1.6912 -1.3519 5.2694
H 4.0845 2.4413 -1.6186
C -3.3926 -5.8336 -2.0176
C 1.1338 -3.5072 2.1808
C -3.5239 -6.9003 -1.1481
C -1.4991 -0.0707 5.6708
C 6.2809 0.9911 -0.7256
O 1.4733 3.1194 -1.9707
H 2.0985 -1.4038 -1.8640
C -1.5409 -4.9856 -0.7516
C -0.7249 -2.6936 -0.2011
H 5.2636 -3.5987 0.0083
H -2.6971 -7.8850 0.5700
H 5.1831 -0.4859 1.3491
O 6.7730 2.0940 -1.0608
C 4.4372 0.1053 0.8337
H 4.4654 -2.1329 -1.8267
H -2.0389 -0.9196 5.2463
C -2.6266 -7.0380 -0.1010
N -0.5277 -4.0321 -0.5375
H -2.6648 -3.1013 -0.1276
C 3.8440 1.7284 -0.8400
H 0.4669 -2.6652 2.3769
H -0.9403 -6.1689 0.9156
H -5.8825 -2.1330 -0.0460
N 2.1259 0.6396 0.5124
H -5.7846 0.1613 0.1016
C -0.0128 0.0784 2.4864
N 0.2660 -1.8931 -0.0778
O 6.7968 -0.1565 -0.8396
H 0.6544 -1.4293 6.7125
H 1.7169 1.1821 5.3916
H 2.8165 -0.6645 1.9770
C -4.0307 -1.0582 0.0579
C 2.0298 -3.2109 1.0012
H -1.5322 -0.1397 6.7640
C -0.0478 -0.0599 5.1713
C 4.2262 -3.2920 -0.0320
H 0.6977 1.1080 6.8482
H -4.5157 2.2825 0.3695
C -2.2065 -3.7775 -2.8742
H -1.1457 -3.5641 -3.0103
H -2.6327 -4.0777 -3.8318
C -2.6262 -1.0545 0.1209
C 2.4574 -2.0712 -1.0890
C 1.3761 2.1810 -1.1801
C -0.0306 0.0136 3.7009
H -4.3089 -7.6307 -1.2988
C 3.7782 -2.4821 -1.0673
C -3.9916 1.3346 0.3178
C 3.1296 -0.0130 1.1674
C 0.6882 1.1536 5.7532
H -4.5891 -3.0501 0.7211
H 0.5149 -4.4001 2.0217
H -4.0646 -5.7517 -2.8647
H 0.1543 -2.2215 5.2001
N -2.0224 -2.3334 -0.0541
C -1.8857 0.1010 0.3376
H -4.6181 -2.8570 -1.0345
H 3.7207 -4.2314 1.8243
H 0.3921 -4.3750 -0.3013
C -2.6112 1.2907 0.4189
O 0.1891 1.6195 -0.8853
H 0.1985 2.0784 5.4435
C -2.3954 -4.8733 -1.8567
H -2.0679 2.2172 0.5646
H 1.7351 -3.6818 3.0738
C 1.5803 -2.4313 -0.0699
*
```

Results
E_HOMO (alpha / beta) ... 1.22 / -1.81 eV
<S²> ... 8.830
LUMO (alpha / beta) ... 3.550 / 3.549 eV
Strongest force on any atom ... 0.71 eV Å⁻¹
Gap between HOMO and LUMO (alpha / beta) ... 2.3 / 5.4 eV

No. 3
C22H38BF7N3O14Ti as an isolated structure. Source: the OMol25 dataset; level of theory: wB97M-V/def2-TZVPD.

ORCA input file:
```
! wB97M-V def2-TZVPD RIJCOSX def2/J DEFGRID3
* xyz 0 4
H -1.2520 1.3720 -1.4890
H -2.1094 2.5006 -2.3921
H -6.7774 0.9070 -1.2941
C 1.5422 -3.9723 -2.6388
H 1.0875 -2.3082 -1.3955
C -3.1387 3.7911 4.9336
C -3.8615 0.7069 -1.2937
O -4.8841 0.0321 -1.6959
B 0.6321 -0.1586 0.9167
O -1.4085 4.3093 1.8185
C -1.8445 1.4433 -2.4011
H 0.5078 -3.9057 -2.9761
C 2.3423 -5.3188 -4.4221
C -1.7779 4.6187 3.0994
C -0.2378 4.8768 -6.0776
H -2.0135 2.3396 1.5545
F -0.5735 -0.3287 1.5745
H -1.3240 3.1743 0.1664
F 4.4058 -6.0431 -5.1374
H -2.5411 4.3089 5.6838
H 2.2151 -3.5491 6.6923
C 2.0871 -3.9585 5.6903
C 1.9373 -2.7192 -1.9405
F 1.4223 0.5843 1.7030
H -0.1752 4.4159 -7.0633
C 2.8139 3.5604 1.4181
O -2.9200 0.5725 -2.2738
H 4.0294 2.1068 0.2975
Ti 0.6580 -1.3894 3.0882
O -3.8455 1.4501 -0.3311
H -0.2643 2.6420 1.4929
H -2.5786 -2.2257 0.2817
C 0.3046 4.0791 -3.9631
O 0.4795 3.9804 -5.2433
H 4.7461 2.8217 1.7497
O 2.5278 -4.2470 -3.5461
H 2.7347 -2.9414 -1.2314
H -3.4308 2.8474 5.3944
H 1.5146 2.2432 -1.5235
N -0.5493 -4.6087 0.1384
H 2.3554 -2.0586 -2.7000
C -1.0831 -3.6664 -0.2398
O 2.6052 -2.7366 3.0905
N 1.9986 4.3769 1.4963
F 2.8944 -5.8840 -6.6459
H 1.5459 -4.7478 -1.8729
C 5.1664 -2.8326 2.1174
C -1.2451 3.0485 1.2462
C -1.8802 -2.4280 -0.5303
H -1.1833 1.1540 -3.2179
H -5.9392 0.3846 0.0608
H -1.2922 -1.5163 -0.6354
H 4.7930 -3.3689 1.2450
C 3.3588 -5.3324 -5.5794
H 1.8023 -5.0071 5.7774
C -4.5575 -0.0694 3.1125
O -0.3625 4.8814 -3.3487
O 1.5614 -6.2430 -4.1825
F 1.1593 -1.4027 0.8414
H 0.1396 5.8919 -5.9543
H -4.1402 4.2207 4.9146
O 1.1107 3.1383 -3.3611
H -2.4114 -2.4782 -1.4807
C 3.8163 2.4696 1.3031
C 3.4429 -3.2773 3.7393
H 1.3168 -3.4018 5.1567
F 3.7961 -4.0959 -5.8244
H 6.2437 -2.8514 1.9525
C -6.1160 0.1009 -0.9767
O 4.7234 -3.5281 3.2626
H -1.2660 5.0136 -5.7429
O -1.6113 5.7581 3.5627
H -2.5825 0.5648 3.6007
H 1.8611 4.0042 -1.5867
H -2.8129 -1.1943 3.6502
H 3.2876 1.6526 1.7942
H 0.2638 3.4498 -1.4781
H -2.8974 -0.4229 2.1157
C 1.2164 3.2024 -1.9466
N -5.7177 0.0271 3.1173
O 3.3293 -3.9012 4.9350
O -2.5675 3.6037 3.6420
C -3.1337 -0.2705 3.1689
H 4.7452 -1.8291 2.1784
F 0.4224 0.4421 -0.2660
H -6.6372 -0.8511 -0.8754
*
```

Results
E_HOMO (alpha / beta) ... -7.07 / -10.37 eV
<S²> ... 3.751
LUMO (alpha / beta) ... -0.212 / -0.817 eV
Strongest force on any atom ... 4.78 eV Å⁻¹
Gap between HOMO and LUMO (alpha / beta) ... 6.9 / 9.6 eV

No. 4
C38H34F3MnN4O2Si as an isolated structure. Source: the OMol25 dataset; level of theory: wB97M-V/def2-TZVPD.

ORCA input file:
```
! wB97M-V def2-TZVPD RIJCOSX def2/J DEFGRID3
* xyz -1 6
C -1.3433 4.0832 1.6985
H 0.2623 -4.0344 -1.0595
H -1.7610 -2.2398 6.3392
C -1.4074 -1.8289 5.4014
H -3.9604 -1.0396 -4.7159
C 3.2660 2.6194 -3.2816
H -0.0088 -4.3619 0.6411
N -1.4117 -1.5286 -0.9068
H -3.3244 -2.2391 -2.7274
H -0.0893 -3.4764 4.9732
C -2.5323 0.5394 -4.4533
H 1.0847 2.7304 -0.6682
C -1.4024 -0.1382 3.7264
H 3.1198 3.8761 -1.5484
C -0.4753 -2.5224 4.6442
C -1.5004 0.9892 -3.6397
C -2.7879 -1.3365 -2.9604
F -1.8827 9.0008 1.6396
H -2.5949 -0.0331 5.5069
C 1.5812 0.9065 -3.4734
C -1.0489 6.0687 3.0577
C -3.3002 -4.0187 -1.2796
C 5.6000 -2.5126 -3.0101
H 2.1716 -3.5480 4.1262
C 5.0253 -3.5426 -2.2759
C -0.7225 4.7580 2.7569
C -1.7648 -0.9110 -2.0841
H 4.1494 3.1127 -3.6673
C -2.0092 6.7323 2.3077
H -3.7152 -2.6472 1.3048
C -0.6976 1.5898 1.0771
C 4.0163 -3.2686 -1.3652
H 5.3633 -4.5621 -2.4174
C -3.1589 -0.6443 -4.1019
C 2.6863 3.0474 -2.0947
H -0.5598 6.5743 3.8791
H -0.9747 1.9053 -3.8761
O -0.0758 0.7317 -1.7261
C -2.3556 8.1578 2.5906
H -3.3883 6.5977 0.6672
C 2.4667 -1.6293 -0.2369
H 3.1599 1.1911 -4.8830
O 1.9294 -0.4903 -0.3276
H -4.2324 -3.4563 -1.3606
C 1.5504 2.4264 -1.5969
H 0.0240 4.2342 3.3385
N -0.5205 -0.7989 2.9907
H -3.5058 -4.9116 -0.6798
H 2.5655 -4.0187 2.4546
C -1.8748 -0.6118 4.9444
C 3.5715 -1.9617 -1.1909
H 1.1210 -4.6642 3.2528
C 1.0055 1.3591 -2.2930
H -1.7374 0.8046 3.3059
H -0.8565 -5.3205 -0.5754
Si -1.9325 -3.0796 -0.3585
H -2.6222 -3.9104 1.8892
C -0.9969 2.7347 1.3856
F -1.8587 8.5938 3.7666
H -2.8289 1.1012 -5.3290
H 3.5563 -4.0555 -0.7830
N 2.1770 -2.5674 0.6609
H 3.7759 0.0743 -1.7898
C -2.6380 6.0797 1.2514
C 5.1598 -1.2078 -2.8344
H -2.1623 -2.2093 1.9927
C -2.6656 -2.9461 1.3734
C 1.7591 -3.7824 3.1426
H 5.6020 -0.4016 -3.4073
H 1.1533 0.0570 -3.9879
C 4.1450 -0.9326 -1.9298
C -2.3105 4.7721 0.9513
Mn -0.1188 -0.3954 0.4333
C 2.7065 1.5477 -3.9660
C -0.0522 -1.9710 3.4385
C -0.5014 -4.3153 -0.3314
C 0.9738 -2.6297 2.5964
H 6.3886 -2.7286 -3.7211
H -3.0057 -4.3545 -2.2759
F -3.6918 8.3650 2.6328
N 1.1586 -2.1049 1.4463
H -2.7961 4.2585 0.1326
C -1.1134 0.2691 -2.5272
*
```

Results
E_HOMO (alpha / beta) ... -4.18 / -4.31 eV
<S²> ... 8.757
LUMO (alpha / beta) ... 2.425 / 2.326 eV
Strongest force on any atom ... 0.24 eV Å⁻¹
Gap between HOMO and LUMO (alpha / beta) ... 6.6 / 6.6 eV